Computed, not measured: a cluster of 3 separate species, C22H53BFN8O4P2 in total at a distorted geometry, with the ωB97M-V functional and the def2-TZVPD basis.

Its total charge is -1. As for the spin multiplicity: 1. The value obtained for the HOMO-LUMO gap is 6.489 eV. Its maximum force is 7.392 eV/Å. Its highest occupied orbital energy is -5.30 eV.

Last column: Löwdin charge in e.
Atoms and positions in Å:
1 C 10.49535 2.83340 0.51137  -0.081
2 C 9.33744 1.72266 0.71834  -0.375
3 O 8.12714 2.46194 1.08262  -0.101
4 C 9.04948 0.85449 -0.61276  -0.198
5 N 8.14978 -0.26793 -0.22031  -0.102
6 C 6.72968 -0.05540 -0.64520  -0.199
7 C 5.63965 -0.38626 0.48243  -0.210
8 O 4.53535 -1.19337 0.03524  -0.091
9 B 3.71270 -0.50320 -0.97325  -0.771
10 F 2.71117 -1.50849 -1.44103  -0.069
11 C 2.87515 0.76663 -0.35746  -0.033
12 C 1.94149 0.69397 0.89256  -0.029
13 C 1.17463 1.86104 1.51768  -0.152
14 N 1.28203 3.16675 0.97566  -0.042
15 C 2.09551 3.27902 -0.17350  -0.185
16 C 2.92712 2.23352 -0.92968  -0.018
17 H 10.24527 3.77999 1.10759  0.079
18 H 11.45259 2.38714 0.95609  0.072
19 H 10.62320 3.13104 -0.58561  0.075
20 H 9.58970 1.07011 1.62821  0.144
21 H 7.77436 2.83700 0.24319  0.093
22 H 8.64734 1.50234 -1.46128  0.124
23 H 10.05144 0.41952 -0.99491  0.116
24 H 8.23985 -0.46305 0.78296  0.084
25 H 6.60369 1.05962 -0.91074  0.105
26 H 6.58445 -0.67348 -1.60925  0.126
27 H 6.17940 -1.00462 1.30034  0.120
28 H 5.26073 0.55575 1.02351  0.126
29 H 4.30612 -0.12962 -1.93589  0.082
30 H 1.82039 -0.33441 1.38858  0.092
31 H 0.53641 1.69794 2.45820  0.089
32 H 2.16890 4.34572 -0.60587  0.080
33 H 3.56024 2.47279 -1.85552  0.088
34 O -2.88700 -2.60973 0.64081  -0.321
35 P -1.70732 -3.51861 0.24413  0.757
36 N -1.34139 -2.62092 -1.17379  -0.344
37 C -2.30935 -2.44851 -2.24543  -0.124
38 C -0.74351 -1.31720 -0.86311  -0.117
39 N -2.65536 -4.90975 -0.05171  -0.324
40 C -2.86443 -5.54569 -1.33380  -0.143
41 C -3.83952 -5.09444 0.78029  -0.156
42 N -0.31100 -4.57018 -0.13054  -0.289
43 C 0.47749 -4.82033 1.08260  -0.151
44 C 0.59720 -4.42294 -1.26496  -0.119
45 H -1.87161 -1.86779 -3.06475  0.084
46 H -3.22248 -1.94177 -1.91456  0.080
47 H -2.57720 -3.40101 -2.69930  0.049
48 H 0.06129 -1.43579 -0.13073  0.065
49 H -1.48006 -0.62141 -0.44902  0.068
50 H -0.29557 -0.86658 -1.75272  0.092
51 H -3.68902 -5.08149 -1.88599  0.076
52 H -3.11390 -6.60469 -1.19876  0.076
53 H -1.97364 -5.53556 -1.96282  0.068
54 H -4.68580 -4.50184 0.41290  0.076
55 H -3.63625 -4.80134 1.81332  0.068
56 H -4.14300 -6.14624 0.81247  0.073
57 H 1.04516 -3.93155 1.37535  0.081
58 H 1.17107 -5.65582 0.94638  0.076
59 H -0.18287 -5.09037 1.91599  0.072
60 H 1.21461 -3.52192 -1.19170  0.076
61 H 0.06428 -4.41306 -2.21680  0.071
62 H 1.27294 -5.28467 -1.31978  0.086
63 O -3.37076 1.66679 -0.42159  -0.300
64 P -4.84675 1.95957 -0.09392  0.751
65 N -4.63257 3.66785 -0.12464  -0.359
66 C -3.70619 4.34121 0.77435  -0.118
67 C -4.42223 4.17468 -1.48305  -0.148
68 N -4.81268 1.28964 1.47395  -0.320
69 C -4.96392 2.01310 2.71755  -0.141
70 C -3.93737 0.13804 1.68358  -0.146
71 N -6.58543 2.23751 0.22389  -0.297
72 C -7.40294 1.35335 -0.61580  -0.157
73 C -7.24347 3.53442 0.32852  -0.142
74 H -3.73633 5.42471 0.61219  0.080
75 H -2.67241 4.00358 0.64845  0.090
76 H -3.99617 4.21353 1.81518  0.053
77 H -5.17431 3.75965 -2.16286  0.071
78 H -3.43296 3.90676 -1.86685  0.081
79 H -4.53079 5.26317 -1.51804  0.077
80 H -4.01012 2.42585 3.06345  0.080
81 H -5.33850 1.34721 3.50332  0.078
82 H -5.69202 2.82321 2.65250  0.064
83 H -2.89906 0.44851 1.84752  0.083
84 H -3.96440 -0.53131 0.82207  0.044
85 H -4.25915 -0.45678 2.54408  0.081
86 H -7.39636 1.68216 -1.66068  0.073
87 H -8.43850 1.30839 -0.26408  0.075
88 H -7.01306 0.32926 -0.58090  0.078
89 H -7.26762 4.06840 -0.62743  0.077
90 H -6.77572 4.17119 1.08026  0.070
91 H -8.27972 3.40501 0.66266  0.082

---

Computed, not measured: a cluster of 8 separate species, C52H92N8O4 in total at a distorted geometry, with the ωB97M-V functional and the def2-TZVPD basis.

Its total charge is 0. As for the spin multiplicity: 1. The SMILES is COCCCCCCOC(=O)OCCCCCCCCCCCCn1cccc1.CCCC#N.CCCC#N.CCCC#N.CCCC#N.CCCC#N.CCCC#N.CCCC#N. The value obtained for the HOMO-LUMO gap is 8.139 eV. Its maximum force is 5.412 eV/Å. Its highest occupied orbital energy is -7.84 eV.

Last column: Löwdin charge in e.
Atoms and positions in Å:
1 C -1.48296 4.15881 4.77816  -0.103
2 O -1.10861 3.44422 3.57117  -0.296
3 C -0.16047 4.19579 2.76378  -0.214
4 C -1.05375 5.15621 1.78873  -0.146
5 C -2.13615 4.15828 1.08584  -0.195
6 C -2.36811 4.58955 -0.45070  -0.210
7 C -1.12905 4.28784 -1.42326  -0.154
8 C -0.99926 2.72952 -1.84966  -0.150
9 O -0.18227 2.69751 -3.05374  -0.024
10 C 0.86235 1.73971 -2.98590  -0.392
11 O 1.15842 1.12148 -4.06379  0.048
12 O 1.64666 1.44769 -1.84507  -0.052
13 C 1.54415 0.04806 -1.44992  -0.169
14 C 2.94570 -0.67626 -1.16387  -0.179
15 C 4.05620 0.23774 -0.44453  -0.175
16 C 4.16947 -0.07782 1.15323  -0.206
17 C 3.58179 1.14555 2.01233  -0.207
18 C 1.98708 1.33756 1.87269  -0.193
19 C 1.14685 -0.01406 2.23284  -0.188
20 C -0.40841 0.32703 2.03318  -0.195
21 C -1.42092 -0.66231 2.79915  -0.167
22 C -2.46209 0.13485 3.77382  -0.179
23 C -3.99998 -0.09061 3.35436  -0.186
24 C -4.54290 0.95767 2.26883  -0.135
25 N -4.47364 0.41330 0.87070  -0.135
26 C -4.22462 1.22325 -0.30918  -0.083
27 C -4.16540 0.38058 -1.60662  -0.077
28 C -4.42783 -1.08513 -1.12626  -0.073
29 C -4.62054 -0.95418 0.39830  -0.093
30 H -2.63179 4.24226 4.79408  0.101
31 H -0.95536 5.17162 4.83698  0.095
32 H -1.17010 3.52305 5.68528  0.099
33 H 0.59328 4.78000 3.39230  0.127
34 H 0.35860 3.45651 2.04290  0.098
35 H -1.54408 5.98189 2.40484  0.110
36 H -0.35037 5.58941 0.99186  0.101
37 H -3.11057 4.31456 1.67525  0.114
38 H -1.79786 3.06666 1.11699  0.096
39 H -2.49199 5.74263 -0.43586  0.119
40 H -3.32528 4.17861 -0.91819  0.093
41 H -0.14498 4.71548 -1.03218  0.109
42 H -1.35147 4.84871 -2.41331  0.121
43 H -0.64721 2.05065 -1.00344  0.125
44 H -2.07821 2.38952 -2.10135  0.121
45 H 0.87502 0.00466 -0.50514  0.103
46 H 0.99176 -0.61178 -2.22313  0.128
47 H 3.30698 -1.16364 -2.14891  0.112
48 H 2.72334 -1.56798 -0.45158  0.062
49 H 3.94071 1.36165 -0.65829  0.102
50 H 5.08278 -0.08248 -0.87630  0.107
51 H 3.64989 -1.07387 1.41959  0.058
52 H 5.27426 -0.20851 1.43057  0.106
53 H 4.11194 2.10056 1.62386  0.092
54 H 3.91858 1.04271 3.10927  0.111
55 H 1.68489 1.76506 0.84269  0.106
56 H 1.69631 2.11082 2.68383  0.095
57 H 1.44446 -0.80510 1.45017  0.090
58 H 1.42848 -0.39200 3.27013  0.094
59 H -0.59534 1.38493 2.42412  0.073
60 H -0.70953 0.32177 0.92271  0.100
61 H -0.82451 -1.41160 3.42338  0.090
62 H -2.00625 -1.28683 2.01961  0.107
63 H -2.18189 1.24495 3.87530  0.092
64 H -2.34008 -0.37601 4.80699  0.107
65 H -4.10695 -1.18898 3.05814  0.094
66 H -4.64278 0.04368 4.30542  0.111
67 H -3.85407 1.88825 2.30933  0.116
68 H -5.59576 1.36120 2.52147  0.128
69 H -4.09316 2.35642 -0.26176  0.083
70 H -3.97088 0.68747 -2.68206  0.076
71 H -4.50439 -2.07205 -1.68218  0.066
72 H -4.85300 -1.81860 1.11665  0.102
73 C 0.15648 -5.62545 -3.34705  -0.137
74 C 0.41230 -4.29557 -4.04710  -0.267
75 C 1.71718 -3.62894 -3.60461  -0.172
76 C 1.67183 -3.34773 -2.12992  -0.185
77 N 1.63521 -3.12693 -0.96861  0.161
78 H 0.04757 -5.49813 -2.26729  0.065
79 H -0.76733 -6.07491 -3.71432  0.034
80 H 0.97482 -6.32942 -3.53053  0.075
81 H -0.43084 -3.62496 -3.85179  0.111
82 H 0.44640 -4.46320 -5.12773  0.108
83 H 1.86014 -2.68801 -4.14340  0.112
84 H 2.57237 -4.27574 -3.81946  0.119
85 C 1.98092 3.10224 -6.64566  -0.122
86 C 3.30318 3.18735 -5.89242  -0.265
87 C 4.06952 4.48108 -6.17849  -0.188
88 C 4.39215 4.57222 -7.64310  -0.212
89 N 4.64503 4.64308 -8.79580  0.124
90 H 2.13306 3.09984 -7.72865  0.072
91 H 1.45609 2.17869 -6.39050  0.061
92 H 1.33032 3.94499 -6.39027  0.074
93 H 3.92001 2.32387 -6.16099  0.118
94 H 3.10515 3.11960 -4.81878  0.100
95 H 5.00077 4.50071 -5.60648  0.111
96 H 3.47505 5.35187 -5.88817  0.115
97 C 4.42673 5.45671 0.50444  -0.114
98 C 5.77900 6.11507 0.24948  -0.273
99 C 6.88078 5.10432 -0.07692  -0.187
100 C 7.06278 4.15724 1.07467  -0.210
101 N 7.20418 3.41314 1.98204  0.133
102 H 4.45858 4.79329 1.37274  0.062
103 H 3.66646 6.21608 0.70446  0.071
104 H 4.10472 4.87282 -0.36352  0.075
105 H 6.06113 6.69899 1.13147  0.112
106 H 5.68126 6.81765 -0.58346  0.107
107 H 7.82419 5.62342 -0.26434  0.113
108 H 6.62452 4.53287 -0.97338  0.115
109 C 0.34145 -4.00382 5.30780  -0.117
110 C 1.66666 -3.93192 6.05812  -0.275
111 C 2.44832 -2.64966 5.76387  -0.177
112 C 2.76816 -2.57119 4.29833  -0.181
113 N 3.01818 -2.51079 3.14446  0.171
114 H 0.49081 -4.01436 4.22454  0.072
115 H -0.19328 -4.91954 5.57026  0.040
116 H -0.29818 -3.15201 5.55913  0.073
117 H 2.27261 -4.80459 5.79260  0.108
118 H 1.47025 -3.99182 7.13262  0.099
119 H 3.38114 -2.63826 6.33348  0.114
120 H 1.86519 -1.76996 6.05087  0.117
121 C 0.43734 -8.50464 5.63426  -0.107
122 C 1.21121 -8.61630 6.94374  -0.270
123 C 0.33684 -8.36851 8.17529  -0.184
124 C -0.23958 -6.98234 8.12223  -0.193
125 N -0.69167 -5.89083 8.07864  0.144
126 H 0.03448 -7.49893 5.48845  0.059
127 H 1.09316 -8.71694 4.78644  0.076
128 H -0.39391 -9.21582 5.60809  0.079
129 H 2.04013 -7.90126 6.92782  0.108
130 H 1.65016 -9.61587 7.01336  0.109
131 H 0.93192 -8.47264 9.08614  0.114
132 H -0.47982 -9.09433 8.21927  0.117
133 C -2.32876 3.22789 -5.90994  -0.108
134 C -1.85893 3.18041 -7.35515  -0.265
135 C -2.45803 4.28658 -8.22683  -0.184
136 C -3.95494 4.16081 -8.25626  -0.211
137 N -5.13271 4.06123 -8.27975  0.124
138 H -3.40889 3.07979 -5.82687  0.071
139 H -1.84659 2.43512 -5.33243  0.066
140 H -2.07698 4.18819 -5.44889  0.077
141 H -2.11365 2.20191 -7.77483  0.116
142 H -0.76875 3.26566 -7.37342  0.085
143 H -2.07374 4.21081 -9.24723  0.114
144 H -2.18922 5.27181 -7.83584  0.116
145 C -5.76287 -5.78464 -0.09828  -0.112
146 C -6.20701 -5.30288 -1.47537  -0.269
147 C -5.59021 -6.11391 -2.61764  -0.181
148 C -4.09268 -6.00115 -2.57459  -0.179
149 N -2.91417 -5.91053 -2.53968  0.160
150 H -4.68369 -5.67619 0.03805  0.070
151 H -6.24909 -5.19704 0.68441  0.072
152 H -6.02527 -6.83624 0.05281  0.077
153 H -5.94028 -4.24675 -1.58449  0.097
154 H -7.29707 -5.36747 -1.54035  0.110
155 H -5.94842 -5.74007 -3.58023  0.114
156 H -5.87219 -7.16734 -2.53703  0.117